DFT (wB97M-V/def2-TZVPD) results for an isolated ion of composition C6H5NO4P and charge -1.

net charge = -1
Kohn-Sham gap = 0.266 Ha
relative energy (zero: lowest compared OMol25 entry of this formula, charge and spin) = 0.00 kcal per mole
HOMO energy = -4.5 eV

Atoms and positions in Å:
C 0.778 -0.741 -0.157
C 0.703 0.509 -0.883
C -0.050 -1.069 0.887
C -0.343 1.312 -0.822
C -1.195 -0.141 1.124
C -1.503 0.853 -0.022
N -1.825 1.454 2.749
O -2.622 3.859 2.211
O -0.884 0.423 2.447
O -0.393 3.131 1.094
O -2.639 1.344 -0.135
P -1.657 2.798 1.896
H 1.672 -1.215 -0.369
H 1.600 0.730 -1.507
H -0.153 -2.030 1.293
H -0.473 2.154 -1.570
H -2.065 -0.774 1.178